# C15H28F3NO13

A cluster of 6 separate species, C15H28F3NO13 in total (ωB97M-V/def2-TZVPD, the OMol25 dataset).

## Properties
Charge: 0
Highest occupied orbital energy in eV: -8.65

Structure (XYZ):
```
60
Properties=species:S:1:pos:R:3:mulliken_charge:R:1
N 4.51 -2.85 0.64 -0.38
H 5.18 -3.63 0.25 0.44
H 3.61 -2.77 0.12 0.21
H 4.99 -1.96 0.45 0.36
H 4.59 -3.10 1.52 0.24
O 2.74 -0.63 1.00 -0.65
H 2.21 -0.03 0.57 -0.04
C 0.23 -2.48 3.50 -0.54
C 1.81 -2.70 3.65 0.62
O 1.92 -3.79 2.69 -0.36
C 0.78 -4.14 2.22 0.75
O 0.64 -5.10 1.45 -0.62
O -0.26 -3.42 2.69 -0.32
F 2.04 -3.09 4.91 -0.31
H -0.04 -1.55 3.22 0.35
H -0.18 -2.66 4.52 0.29
H 2.53 -1.81 3.48 0.11
C 4.51 1.84 1.79 -0.18
C 3.46 2.46 0.95 1.09
O 4.14 3.36 0.12 -0.31
C 5.38 3.42 0.52 0.59
O 6.31 4.06 0.00 -0.58
O 5.61 2.42 1.43 -0.34
F 2.50 3.06 1.68 -0.32
H 4.64 0.81 1.84 0.13
H 4.31 2.15 2.85 0.21
H 2.74 1.64 0.49 -0.41
C 0.19 -1.40 -0.75 0.01
C -0.78 -0.65 -1.71 0.52
O -1.57 -1.67 -2.25 -0.32
C -1.25 -2.82 -1.74 0.57
O -1.84 -3.90 -2.04 -0.68
O -0.35 -2.70 -0.86 -0.29
F 0.03 -0.02 -2.64 -0.36
H -0.08 -1.14 0.40 -0.16
H 1.19 -1.39 -0.83 0.24
H -1.45 0.07 -1.28 0.40
C -5.61 -1.51 -2.14 -0.77
O -4.65 -0.48 -2.00 -0.15
C -5.24 0.78 -2.40 -0.57
C -4.20 1.80 -2.89 -0.55
O -3.32 2.08 -1.98 -0.13
C -2.23 2.92 -2.23 -0.60
C -1.55 3.31 -0.88 -0.63
O -1.12 2.17 -0.22 -0.11
C -0.60 2.48 1.02 -0.78
H -6.59 -1.02 -2.00 0.33
H -5.15 -2.36 -1.37 0.18
H -5.39 -1.72 -3.24 0.30
H -6.01 1.03 -1.62 0.36
H -5.91 0.65 -3.39 0.33
H -4.76 2.79 -3.22 0.23
H -3.58 1.44 -3.70 0.34
H -2.80 3.84 -2.69 0.37
H -1.65 2.27 -3.04 0.28
H -2.33 3.84 -0.28 0.39
H -0.78 4.10 -1.01 0.43
H 0.20 1.83 1.46 0.09
H -1.46 2.30 1.73 0.36
H -0.23 3.55 1.24 0.32
```